*one*
DFT (ωB97M-V/def2-TZVPD) results for one molecule with the formula C4H3N.

Each line ends with the Mulliken charge.
Atoms and positions in Å:
C: -0.86935 -0.36134 0.45568  -0.339
C: -0.93918 0.45102 -0.57988  -0.251
C: 1.71772 -0.71464 -0.27630  -0.130
C: 0.32191 -0.51454 -0.36465  0.161
N: 1.39540 -1.82653 -0.79252  -0.433
H: -1.36634 -0.69816 1.34062  0.323
H: -1.38728 1.14844 -1.23520  0.361
H: 2.63380 -0.22322 0.01582  0.308

- Kohn-Sham gap: 9.5 eV
- HOMO energy: -8.397 eV
- SMILES: C1=CC12C=N2

*two*
DFT (ωB97M-V/def2-TZVPD) results for one molecule with the formula C4H3N.

Each line ends with the Mulliken charge.
Atoms and positions in Å:
C: -1.74565 0.88002 -0.25688  0.201
C: -0.59538 0.54415 -0.16356  -0.382
C: 0.79650 0.09364 -0.06796  -0.580
C: 0.80722 -2.30364 0.84409  -0.109
N: 0.88197 -1.15050 0.62748  -0.057
H: -2.76948 1.17345 -0.33188  0.387
H: 1.42201 0.84929 0.41679  0.256
H: 1.20281 -0.08641 -1.06806  0.284

- Kohn-Sham gap: 11.5 eV
- HOMO energy: -10.749 eV

Stability check: which of them is least stable? *one*.

*one*
DFT (ωB97M-V/def2-TZVPD) results for one molecule with the formula C4H3N.

Each line ends with the Mulliken charge.
Atoms and positions in Å:
C: 0.37653 0.59367 1.45360  -0.556
C: -0.27338 -0.00434 0.50233  0.200
C: -0.85522 -0.41099 -0.60113  -0.452
C: -0.18500 -1.31040 -1.49491  0.370
N: 0.36454 -2.04039 -2.20640  -0.369
H: 0.45929 0.28130 2.48966  0.262
H: 0.87268 1.50182 1.12777  0.228
H: -1.83467 -0.03170 -0.87728  0.317

- Kohn-Sham gap: 10.8 eV
- HOMO energy: -10.347 eV
- SMILES: C=C=CC#N

*two*
DFT (ωB97M-V/def2-TZVPD) results for one molecule with the formula C4H3N.

Each line ends with the Mulliken charge.
Atoms and positions in Å:
C: -2.90808 0.01011 -0.04940  0.407
C: -0.50071 0.03944 0.02708  0.121
C: 0.78589 0.53737 0.01320  -0.618
C: -1.71712 -0.66210 0.00979  -0.472
N: -3.96179 0.45752 0.01428  -0.368
H: 1.27800 0.72513 0.87630  0.290
H: 1.23104 0.64836 -0.90151  0.267
H: -1.81683 -1.67510 0.09549  0.371

- Kohn-Sham gap: 10.4 eV
- HOMO energy: -10.109 eV
- SMILES: C=C=CC#N

*three*
DFT (ωB97M-V/def2-TZVPD) results for one molecule with the formula C4H3N.

Each line ends with the Mulliken charge.
Atoms and positions in Å:
C: -0.74014 1.16022 -0.85050  0.252
C: -0.05996 -1.15009 0.32374  -0.344
C: 0.47752 -0.20668 1.03777  -0.317
C: 0.31917 0.09000 -0.42169  -0.284
N: -1.54021 1.91019 -1.16901  -0.361
H: -0.44914 -2.12988 0.20997  0.365
H: 0.81954 0.19154 1.96020  0.368
H: 1.17322 0.13471 -1.09048  0.321

- Kohn-Sham gap: 11.8 eV
- HOMO energy: -10.789 eV
- SMILES: N#CC1C=C1

Stability check: which of them is least stable? *three*.

*one*
DFT (ωB97M-V/def2-TZVPD) results for C4H3N as an isolated structure.

Each line ends with the Mulliken charge.
Atoms and positions in Å:
C: 0.82194 0.57951 -0.04611  -0.292
C: 0.48380 -0.73292 0.01996  -0.594
C: -1.59991 0.31293 -0.01623  -0.183
C: -0.47193 1.02149 0.07983  0.219
N: -1.01844 -0.84373 -0.00554  -0.407
H: 1.73094 1.05750 0.03636  0.445
H: 0.94732 -1.59872 -0.15584  0.471
H: -2.63680 0.66136 -0.07255  0.340

- Kohn-Sham gap (alpha / beta): 7.5 / 7.5 eV
- HOMO energy (alpha / beta): -8.599 / -8.599 eV

*two*
DFT (ωB97M-V/def2-TZVPD) results for one molecule with the formula C4H3N.

Each line ends with the Mulliken charge.
Atoms and positions in Å:
C: 0.88440 0.41374 -0.72397  -0.931
C: 0.26319 -0.60010 0.07978  0.382
C: -0.38540 -1.35893 0.79771  -0.429
C: -1.50515 -0.57935 1.18147  0.467
N: -2.37814 0.14261 1.43198  -0.389
H: 1.79730 -0.01318 -1.13505  0.328
H: 1.11665 1.28325 -0.10028  0.286
H: 0.20715 0.71197 -1.53164  0.287

- Kohn-Sham gap: 10.4 eV
- HOMO energy: -10.318 eV
- SMILES: CC#CC#N

Stability check: which of them is least stable? *one*.